Entry 1:
A 11-piece molecular cluster, C50H122Cl4N15O13P5 overall in a non-equilibrium geometry, computed with ωB97M-V with the def2-TZVPD basis set.

Last column: Mulliken charge in e.
Positions of all 209 atoms, in Å:
C -1.385 7.537 8.376  -1.038
N -2.086 7.988 7.173  0.153
C -2.826 6.886 6.541  -1.138
P -2.566 9.659 7.306  0.434
O -1.608 10.547 8.062  -0.852
N -2.959 10.171 5.731  0.242
C -3.892 11.244 5.418  -0.947
C -1.868 10.015 4.716  -1.083
N -4.077 9.520 8.161  0.351
C -5.174 8.836 7.584  -1.040
C -4.186 9.825 9.552  -1.114
H -0.379 7.953 8.422  0.298
H -1.277 6.456 8.466  0.427
H -1.888 7.845 9.292  0.286
H -3.471 7.312 5.773  0.376
H -3.431 6.414 7.316  0.409
H -2.151 6.213 6.013  0.320
H -4.910 11.002 5.725  0.277
H -3.615 12.202 5.858  0.300
H -3.941 11.378 4.338  0.368
H -1.270 9.118 4.881  0.327
H -2.332 9.979 3.731  0.378
H -1.167 10.837 4.866  0.338
H -6.131 9.064 8.053  0.377
H -5.394 9.045 6.536  0.268
H -5.076 7.757 7.702  0.231
H -5.115 10.335 9.805  0.374
H -3.433 10.550 9.860  0.308
H -4.219 8.908 10.140  0.370
C -2.515 -2.511 -4.329  -1.208
N -2.314 -1.687 -5.517  0.321
C -1.125 -2.159 -6.262  -1.202
P -3.586 -1.142 -6.524  0.506
O -4.099 -2.061 -7.546  -0.863
N -4.889 -0.661 -5.485  0.218
C -6.188 -0.501 -6.072  -1.179
C -4.722 -0.013 -4.187  -1.174
N -2.904 0.226 -7.207  0.124
C -3.727 0.959 -8.113  -1.006
C -2.217 1.256 -6.295  -0.987
H -2.823 -1.936 -3.456  0.223
H -1.598 -3.004 -4.006  0.454
H -3.063 -3.418 -4.586  0.397
H -0.951 -1.725 -7.247  0.366
H -1.128 -3.237 -6.427  0.405
H -0.173 -1.934 -5.783  0.358
H -6.365 -1.466 -6.547  0.372
H -6.968 -0.438 -5.313  0.541
H -6.248 0.263 -6.847  0.259
H -4.795 -0.787 -3.422  0.266
H -3.793 0.533 -4.027  0.323
H -5.565 0.673 -4.107  0.511
H -4.520 1.438 -7.540  0.326
H -3.181 1.796 -8.548  0.312
H -4.168 0.242 -8.806  0.340
H -1.541 1.950 -6.794  0.341
H -1.659 0.728 -5.522  0.357
H -2.913 1.814 -5.668  0.302
C 3.491 1.198 0.715  -1.052
N 2.118 0.969 1.400  0.314
C 2.132 0.936 2.826  -1.144
P 0.799 0.837 0.428  0.418
O 1.047 0.155 -0.847  -0.874
N -0.378 -0.051 1.351  0.267
C -1.680 0.364 1.545  -1.249
C 0.016 -1.365 1.929  -1.016
N 0.120 2.461 0.377  0.139
C 0.403 3.277 -0.791  -0.862
C -0.118 3.253 1.655  -1.087
H 3.599 0.329 0.066  0.353
H 4.333 1.209 1.407  0.419
H 3.470 2.063 0.052  0.238
H 2.516 0.010 3.253  0.300
H 1.083 1.039 3.105  0.411
H 2.706 1.772 3.225  0.407
H -1.748 0.386 2.632  0.458
H -1.859 1.412 1.303  0.369
H -2.379 -0.286 1.020  0.301
H 1.046 -1.529 2.246  0.328
H -0.629 -1.577 2.782  0.375
H -0.167 -2.210 1.265  0.297
H -0.229 4.165 -0.773  0.317
H 1.462 3.526 -0.869  0.244
H 0.169 2.721 -1.699  0.288
H -0.945 3.936 1.461  0.460
H 0.823 3.703 1.972  0.240
H -0.601 2.543 2.326  0.340
C -0.393 -13.753 3.640  -1.030
N -0.147 -13.542 2.208  0.165
C -1.180 -13.983 1.232  -0.907
P 1.030 -12.349 1.681  0.496
O 1.587 -12.642 0.334  -0.824
N 0.232 -10.885 1.916  0.163
C -0.325 -10.637 3.282  -1.049
C -0.505 -10.369 0.795  -0.984
N 2.307 -12.402 2.836  0.313
C 3.103 -13.555 2.821  -1.223
C 3.202 -11.311 3.069  -1.208
H -0.901 -14.701 3.812  0.331
H -1.205 -13.092 3.943  0.362
H 0.545 -13.475 4.120  0.350
H -1.756 -13.115 0.912  0.251
H -1.869 -14.618 1.789  0.392
H -0.744 -14.574 0.427  0.227
H 0.118 -11.238 4.076  0.359
H -0.356 -9.581 3.547  0.322
H -1.368 -10.936 3.183  0.336
H 0.007 -10.708 -0.105  0.345
H -1.524 -10.744 0.897  0.292
H -0.496 -9.281 0.745  0.305
H 2.513 -14.370 3.242  0.316
H 3.419 -13.862 1.824  0.345
H 4.036 -13.542 3.383  0.415
H 2.758 -10.333 3.249  0.309
H 3.869 -11.151 2.222  0.391
H 3.750 -11.432 4.003  0.438
C 7.261 -6.408 -6.555  -1.128
N 6.834 -7.291 -5.483  0.210
C 7.921 -7.705 -4.566  -0.879
P 5.210 -7.246 -4.993  0.304
O 4.425 -6.256 -5.763  -0.817
N 4.697 -8.908 -5.227  0.154
C 3.231 -9.162 -5.349  -1.056
C 5.518 -10.096 -4.996  -0.956
N 5.302 -7.010 -3.364  0.279
C 5.089 -8.094 -2.372  -0.976
C 5.483 -5.631 -2.868  -1.061
H 7.630 -7.047 -7.357  0.421
H 8.209 -5.898 -6.380  0.338
H 6.625 -5.622 -6.962  0.337
H 8.121 -8.775 -4.519  0.234
H 7.808 -7.383 -3.531  0.228
H 8.816 -7.277 -5.017  0.440
H 2.957 -10.210 -5.467  0.417
H 2.665 -8.915 -4.451  0.297
H 2.866 -8.715 -6.274  0.295
H 6.541 -9.990 -5.358  0.230
H 5.506 -10.437 -3.961  0.291
H 5.219 -10.836 -5.738  0.436
H 4.027 -8.334 -2.401  0.261
H 5.674 -9.011 -2.442  0.210
H 5.261 -7.585 -1.424  0.428
H 5.467 -5.073 -3.805  0.322
H 6.422 -5.542 -2.321  0.352
H 4.661 -5.204 -2.293  0.390
O -3.101 0.376 7.972  -0.619
C -2.174 0.390 8.776  0.463
C -2.086 0.820 10.176  -0.240
C -0.621 0.802 10.490  -0.519
C 0.108 0.222 9.229  -0.366
O -0.984 -0.186 8.410  -0.340
H -2.508 1.815 10.038  0.207
H -2.813 0.231 10.734  0.284
H -0.278 1.837 10.510  0.249
H -0.448 0.231 11.403  0.316
H 0.635 0.993 8.668  0.294
H 0.639 -0.654 9.602  0.269
O -7.424 5.707 -1.851  -0.576
C -6.512 6.510 -1.775  0.489
C -6.460 7.733 -0.892  -0.378
C -5.523 8.649 -1.775  -0.555
C -4.783 7.717 -2.729  -0.288
O -5.594 6.582 -2.818  -0.343
H -7.477 8.083 -0.715  0.290
H -6.042 7.311 0.022  0.239
H -6.311 9.173 -2.316  0.235
H -4.838 9.332 -1.272  0.372
H -4.800 8.063 -3.763  0.234
H -3.812 7.364 -2.382  0.280
O 1.309 9.417 -2.257  -0.551
C 1.167 9.964 -3.322  0.489
C 2.211 11.011 -3.851  -0.468
C 1.169 11.854 -4.724  -0.490
C 0.242 10.828 -5.259  -0.343
O 0.080 9.951 -4.197  -0.350
H 2.596 11.568 -2.997  0.283
H 2.915 10.347 -4.352  0.285
H 0.681 12.608 -4.107  0.294
H 1.817 12.272 -5.495  0.290
H -0.687 11.238 -5.654  0.301
H 0.654 10.260 -6.094  0.259
O 8.019 0.320 -4.968  -0.623
C 6.898 0.484 -5.443  0.504
C 6.568 0.274 -6.878  -0.324
C 5.109 0.946 -6.983  -0.525
C 4.663 0.929 -5.511  -0.363
O 5.871 0.930 -4.735  -0.340
H 7.351 0.675 -7.522  0.291
H 6.415 -0.782 -7.101  0.213
H 5.174 1.965 -7.366  0.284
H 4.574 0.295 -7.674  0.309
H 3.908 1.701 -5.363  0.321
H 4.181 -0.005 -5.226  0.252
Cl 7.653 8.310 1.320  -0.189
C 6.342 7.269 0.504  -0.418
C 5.255 6.930 1.536  -0.363
Cl 6.023 5.959 2.864  -0.177
H 6.862 6.374 0.161  0.302
H 5.926 7.658 -0.425  0.334
H 4.569 6.164 1.175  0.166
H 4.556 7.685 1.895  0.345
Cl -6.729 2.414 2.806  -0.192
C -7.696 1.257 1.920  -0.363
C -7.644 -0.145 2.558  -0.445
Cl -8.083 -1.484 1.496  -0.198
H -7.306 1.155 0.908  0.261
H -8.679 1.707 1.774  0.311
H -8.253 -0.221 3.459  0.326
H -6.660 -0.383 2.963  0.300

- SMILES: CN(C)P(=O)(N(C)C)N(C)C.CN(C)P(=O)(N(C)C)N(C)C.CN(C)P(=O)(N(C)C)N(C)C.CN(C)P(=O)(N(C)C)N(C)C.CN(C)P(=O)(N(C)C)N(C)C.O=C1CCCO1.O=C1CCCO1.O=C1CCCO1.O=C1CCCO1.ClCCCl.ClCCCl
- E_HOMO: -8.07 eV
- Kohn-Sham gap: 7.96 eV
- Energy: -199331.76569 eV

---

Entry 2:
A 10-piece molecular cluster, C50H122Cl6O32P8 overall in a non-equilibrium geometry, computed with ωB97M-V with the def2-TZVPD basis set.

Last column: Mulliken charge in e.
Positions of all 218 atoms, in Å:
C 1.299 -1.787 -4.436  -0.070
C 2.609 -1.461 -3.744  -0.219
O 2.770 -2.175 -2.512  -0.014
P 4.196 -2.385 -1.753  0.438
O 4.166 -3.450 -0.739  -0.763
O 5.382 -2.443 -2.844  -0.116
C 6.674 -2.891 -2.394  -0.317
C 7.620 -2.984 -3.578  -1.124
O 4.409 -0.863 -1.130  0.627
C 3.943 -0.552 0.147  0.102
C 4.938 0.348 0.869  -1.407
H 1.143 -2.854 -4.599  0.043
H 0.490 -1.453 -3.786  -0.401
H 1.121 -1.283 -5.386  0.072
H 3.391 -1.759 -4.442  0.285
H 2.768 -0.388 -3.630  0.147
H 7.040 -2.189 -1.644  0.150
H 6.484 -3.841 -1.895  0.488
H 7.679 -1.931 -3.852  0.170
H 8.551 -3.417 -3.213  0.397
H 7.191 -3.532 -4.418  0.304
H 2.957 -0.088 0.116  -0.038
H 3.738 -1.450 0.731  0.257
H 4.487 0.490 1.851  0.308
H 5.886 -0.175 0.994  0.425
H 5.137 1.319 0.413  0.012
C -9.707 1.777 -0.923  -1.107
C -9.004 1.392 0.329  -0.283
O -8.126 0.375 0.039  -0.353
P -6.542 0.604 -0.079  0.859
O -5.924 1.604 0.848  -0.780
O -5.970 -0.823 0.197  -0.026
C -6.646 -2.015 -0.177  -0.172
C -5.598 -3.036 -0.508  -0.475
O -6.381 0.906 -1.658  -0.352
C -5.086 0.664 -2.294  0.093
C -3.874 1.261 -1.558  -0.186
H -10.471 1.110 -1.323  0.299
H -10.278 2.699 -0.811  0.391
H -9.017 2.011 -1.733  0.233
H -8.457 2.282 0.642  0.258
H -9.672 1.180 1.164  0.332
H -7.211 -2.379 0.682  0.328
H -7.357 -1.832 -0.983  0.370
H -6.035 -4.016 -0.698  0.442
H -5.035 -2.725 -1.388  -0.193
H -4.872 -3.179 0.292  -0.069
H -4.986 -0.413 -2.429  -0.531
H -5.115 1.080 -3.301  0.449
H -4.064 2.329 -1.447  0.297
H -3.443 0.827 -0.656  0.263
H -3.078 1.171 -2.296  -0.219
C -0.505 -3.405 -7.222  -1.319
C -1.658 -3.247 -6.259  0.056
O -1.962 -1.843 -6.101  -0.243
P -2.593 -1.393 -4.697  -0.396
O -1.791 -1.829 -3.542  1.141
O -2.640 0.230 -4.853  -0.347
C -1.495 1.080 -4.780  0.962
C -0.762 1.279 -6.155  -1.345
O -4.127 -1.861 -4.865  -0.261
C -4.665 -3.088 -4.400  0.197
C -6.098 -2.788 -4.161  -0.990
H -0.894 -3.202 -8.220  0.393
H 0.231 -2.625 -7.028  0.252
H -0.047 -4.393 -7.182  0.354
H -2.554 -3.722 -6.659  0.394
H -1.537 -3.878 -5.378  0.029
H -1.803 2.055 -4.402  -0.286
H -0.854 0.707 -3.981  -0.170
H -0.329 0.341 -6.504  0.194
H -1.387 1.737 -6.921  0.357
H 0.114 1.921 -6.061  0.396
H -4.522 -3.803 -5.211  0.300
H -4.126 -3.310 -3.479  0.010
H -6.573 -3.624 -3.647  0.347
H -6.076 -1.879 -3.560  0.045
H -6.622 -2.500 -5.072  0.387
C 2.894 2.849 3.014  -1.157
C 2.067 3.979 3.517  0.002
O 1.224 3.516 4.541  0.179
P 0.010 4.400 5.125  0.412
O -0.501 3.992 6.452  -0.810
O 0.476 5.952 4.994  -0.225
C -0.285 7.054 5.416  -0.321
C -0.025 7.442 6.834  -1.347
O -1.050 4.269 3.943  0.110
C -1.973 3.220 3.885  -0.664
C -1.740 2.149 2.725  -0.584
H 2.265 1.999 2.751  0.120
H 3.474 3.159 2.145  0.430
H 3.574 2.443 3.762  0.346
H 2.738 4.803 3.759  0.328
H 1.470 4.405 2.710  0.125
H -0.104 7.883 4.733  0.434
H -1.323 6.762 5.255  0.332
H -0.439 8.449 6.872  0.406
H -0.422 6.721 7.550  0.278
H 1.045 7.593 6.979  0.312
H -1.957 2.667 4.825  0.401
H -2.985 3.565 3.673  0.327
H -1.914 2.560 1.730  0.137
H -0.683 1.883 2.718  0.058
H -2.317 1.244 2.919  0.407
C -1.958 -4.552 7.565  -1.292
C -1.033 -5.020 6.462  -0.143
O -0.099 -4.030 6.214  0.366
P 1.443 -4.336 5.791  0.075
O 1.630 -5.144 4.545  -0.694
O 2.174 -2.899 5.950  0.396
C 3.520 -2.844 5.645  -0.807
C 3.599 -2.442 4.139  -0.730
O 1.992 -5.091 7.120  -0.272
C 2.011 -4.445 8.377  0.065
C 1.968 -5.568 9.412  -1.351
H -2.673 -3.790 7.255  0.309
H -2.524 -5.290 8.133  0.368
H -1.419 -4.017 8.347  0.283
H -0.651 -5.994 6.768  0.407
H -1.590 -5.301 5.569  0.161
H 4.109 -2.124 6.212  0.379
H 4.016 -3.805 5.783  0.439
H 2.921 -1.652 3.818  0.107
H 4.576 -2.109 3.790  0.523
H 3.188 -3.238 3.519  0.104
H 2.897 -3.826 8.515  0.258
H 1.106 -3.841 8.436  0.084
H 2.718 -6.337 9.231  0.325
H 2.076 -5.176 10.424  0.402
H 0.948 -5.951 9.372  0.288
C -0.011 10.125 -1.183  -1.149
C -0.425 9.019 -2.159  -0.192
O 0.373 7.826 -1.973  -0.380
P -0.214 6.542 -1.198  0.380
O 0.662 5.375 -1.071  -0.267
O -0.789 7.129 0.246  -0.240
C -1.723 6.251 0.829  0.129
C -2.075 6.801 2.193  -1.202
O -1.631 6.224 -2.000  -0.257
C -1.717 5.181 -2.996  0.773
C -3.148 4.784 -2.974  -1.148
H -0.459 11.077 -1.468  0.395
H -0.292 9.966 -0.142  0.245
H 1.022 10.425 -1.363  0.304
H -1.461 8.706 -2.032  0.210
H -0.327 9.362 -3.189  0.417
H -2.632 6.205 0.229  0.189
H -1.411 5.210 0.914  0.289
H -2.808 6.224 2.756  0.340
H -1.184 6.935 2.806  -0.002
H -2.504 7.779 1.976  0.492
H -1.636 5.462 -4.046  0.280
H -0.997 4.389 -2.788  -0.455
H -3.849 5.465 -3.457  0.396
H -3.246 3.784 -3.396  0.140
H -3.544 4.645 -1.969  0.274
C 7.559 0.860 -1.711  -1.167
C 6.736 0.913 -3.005  0.667
O 6.460 2.286 -3.331  -0.427
P 4.930 2.824 -3.614  0.549
O 4.712 4.224 -4.182  -0.802
O 4.267 1.693 -4.559  0.071
C 4.590 1.545 -5.950  -0.493
C 4.729 0.049 -6.215  -0.492
O 4.218 2.544 -2.140  0.038
C 2.987 3.143 -1.805  -0.802
C 1.815 2.397 -2.334  0.659
H 8.369 1.589 -1.699  0.406
H 6.989 1.092 -0.812  0.061
H 7.854 -0.176 -1.544  0.259
H 7.335 0.610 -3.865  0.357
H 5.882 0.238 -2.952  -0.357
H 3.754 2.063 -6.420  0.314
H 5.579 1.960 -6.140  0.358
H 4.994 -0.180 -7.247  0.508
H 5.450 -0.420 -5.544  0.044
H 3.729 -0.380 -6.142  -0.126
H 2.814 3.185 -0.730  0.094
H 3.035 4.158 -2.199  0.459
H 1.865 1.348 -2.041  -0.405
H 0.856 2.795 -2.001  -0.071
H 1.827 2.423 -3.423  0.227
C -0.043 -5.566 -2.983  -1.411
C -0.622 -4.754 -1.846  1.338
O -1.292 -5.725 -0.999  -0.361
P -0.771 -5.890 0.494  0.408
O -1.219 -7.155 1.142  -0.872
O 0.847 -5.764 0.329  -0.105
C 1.750 -6.018 1.415  0.492
C 2.154 -7.570 1.353  -1.405
O -1.200 -4.508 1.187  0.204
C -1.171 -4.295 2.571  0.110
C -2.490 -3.694 2.937  -1.116
H 0.557 -6.373 -2.563  0.407
H -0.791 -6.084 -3.582  0.338
H 0.517 -4.974 -3.707  0.140
H 0.164 -4.104 -1.461  -0.167
H -1.365 -4.122 -2.331  -0.161
H 2.601 -5.378 1.183  0.144
H 1.261 -5.693 2.334  -0.117
H 3.119 -7.694 1.844  0.445
H 1.406 -8.149 1.895  0.348
H 2.078 -7.887 0.313  0.300
H -0.994 -5.212 3.133  0.617
H -0.306 -3.637 2.655  -0.089
H -3.345 -4.078 2.381  0.189
H -2.612 -3.704 4.020  0.291
H -2.410 -2.641 2.666  0.153
Cl 0.866 -1.606 0.873  0.372
C -0.213 -1.172 -0.391  0.222
Cl -0.422 0.659 -0.552  0.467
Cl -1.840 -1.924 -0.148  -0.044
H 0.164 -1.588 -1.325  -1.073
Cl -0.806 -0.895 5.309  -0.053
C 0.135 0.097 6.473  -0.106
Cl 1.822 0.217 5.866  -0.116
Cl 0.135 -0.656 8.110  -0.141
H -0.282 1.103 6.527  0.296

- SMILES: CCOP(=O)(OCC)OCC.CCOP(=O)(OCC)OCC.CCOP(=O)(OCC)OCC.CCOP(=O)(OCC)OCC.CCOP(=O)(OCC)OCC.CCOP(=O)(OCC)OCC.CCOP(=O)(OCC)OCC.CCOP(=O)(OCC)OCC.ClC(Cl)Cl.ClC(Cl)Cl
- E_HOMO: -9.56 eV
- Kohn-Sham gap: 10.02 eV
- Energy: -268813.81101 eV